Entry from the Open Molecules 2025 dataset: a gas-phase ion, C9H22N3 (charge +1) at a distorted geometry (ωB97M-V with the def2-TZVPD basis set).

The SMILES is C=C[C@@H](NN)[C@](C)(CC)[NH+](C)C. As for the lowest unoccupied orbital energy: -2.4 eV. As for the relative energy (zero: lowest compared OMol25 entry of this formula, charge and spin): 77.4 kcal per mole. The total energy is -14149.19264 eV. As for the molar mass: 172.296 Da. For the gap between HOMO and LUMO, the calculation gives 0.3871 Ha.

Geometry as ORCA input:
```
! wB97M-V def2-TZVPD RIJCOSX def2/J DEFGRID3
* xyz 1 1
C 2.911 1.920 0.345
C 2.272 0.810 0.750
C -2.199 0.984 1.849
C -0.186 1.762 -0.735
C -0.958 -0.609 -2.246
C -1.448 -1.742 -0.242
C -0.748 0.650 1.478
C 1.494 -0.130 -0.061
C -0.254 0.485 -0.003
N 1.142 -2.469 -0.352
N 1.510 -1.375 0.571
N -1.219 -0.392 -0.764
H 3.349 2.560 1.113
H 2.892 2.164 -0.714
H 2.191 0.521 1.789
H -3.004 0.219 1.661
H -2.315 1.166 2.906
H -2.418 1.926 1.405
H 0.313 2.530 -0.209
H -1.201 2.165 -0.933
H 0.479 1.614 -1.704
H -0.076 -1.190 -2.495
H -1.835 -1.140 -2.647
H -0.957 0.385 -2.825
H -0.391 -2.292 -0.169
H -1.881 -1.544 0.769
H -2.128 -2.472 -0.929
H -0.193 1.346 2.251
H -0.310 -0.321 2.058
H 1.816 -0.002 -1.158
H 1.257 -3.433 0.086
H 1.811 -2.669 -1.120
H 2.434 -1.528 0.893
H -2.149 0.099 -0.619
*
```

Entry from the Open Molecules 2025 dataset: a molecular structure, CuH11O6 at a distorted geometry (ωB97M-V with the def2-TZVPD basis set).

As for the lowest unoccupied orbital energy: -3.0 eV. The total energy is -57100.97695 eV. As for the molar mass: 170.628 Da. For the gap between HOMO and LUMO, the calculation gives 0.2831 Ha.

Geometry as ORCA input:
```
! wB97M-V def2-TZVPD RIJCOSX def2/J DEFGRID3
* xyz 0 1
Cu -2.353 -0.287 1.295
O -0.446 -0.023 0.258
H -0.778 0.774 -0.175
O 1.314 1.805 -1.292
H 0.744 1.300 -0.696
H 2.117 1.278 -1.360
O 1.988 -0.600 1.477
H 1.902 -1.505 1.793
H 1.170 -0.436 0.968
O -1.575 -0.658 -2.168
H -2.398 -0.206 -1.961
H -1.051 -0.610 -1.342
O -0.341 2.147 1.961
H -0.146 1.318 1.482
H -1.291 2.276 1.866
O 0.310 -2.532 -0.516
H 0.144 -1.617 -0.196
H 0.692 -2.424 -1.393
*
```

Entry from the Open Molecules 2025 dataset: a molecular structure, C35H55ClMnN7O4 (ωB97M-V with the def2-TZVPD basis set).

As for the lowest unoccupied orbital energy (spin up / spin down): -1.9 / -1.9 eV. As for the relative energy (zero: lowest compared OMol25 entry of this formula, charge and spin): 9.2 kcal per mole. The total energy is -99647.63849 eV. As for the molar mass: 728.261 Da. For the gap between HOMO and LUMO (spin up / spin down), the calculation gives 0.2946 / 0.2830 Ha.

Geometry as ORCA input:
```
! wB97M-V def2-TZVPD RIJCOSX def2/J DEFGRID3
* xyz 1 2
Mn 0.504 0.137 -0.420
C 2.961 -0.631 -2.845
C 2.838 0.869 -2.511
N 2.188 1.165 -1.224
C 2.063 2.614 -1.011
C 1.345 2.878 0.297
N 0.153 2.025 0.408
C -1.150 2.589 0.028
C -1.343 2.938 -1.441
C -0.935 1.900 -2.494
N -0.805 0.499 -2.045
C -0.316 -0.314 -3.189
C 0.139 -1.685 -2.724
N 1.014 -1.562 -1.542
C 2.462 -1.639 -1.818
H 4.014 -0.866 -3.008
H 2.475 -0.827 -3.803
H 2.259 1.373 -3.287
H 3.828 1.335 -2.532
H 2.755 0.777 -0.468
H 1.507 3.037 -1.848
H 3.042 3.104 -1.004
H 1.102 3.939 0.398
H 2.006 2.610 1.122
H 0.057 1.752 1.380
H -1.366 3.489 0.615
H -1.879 1.832 0.322
H -0.817 3.866 -1.678
H -2.403 3.175 -1.548
H 0.045 2.157 -2.896
H -1.628 1.963 -3.339
H -1.717 0.122 -1.787
H 0.505 0.239 -3.643
H -1.091 -0.427 -3.954
H 0.632 -2.214 -3.545
H -0.737 -2.264 -2.442
H 0.787 -2.318 -0.902
H 2.714 -2.636 -2.192
H 2.967 -1.506 -0.861
C 5.530 -0.942 4.256
O 4.290 -1.140 4.919
C 3.161 -1.029 4.201
C 1.967 -1.249 4.932
C 0.778 -1.161 4.284
C 0.675 -0.846 2.901
C -0.618 -0.735 2.294
C -1.850 -1.094 3.092
O -0.822 -0.310 1.136
C 1.885 -0.630 2.168
O 1.922 -0.379 0.904
C 3.118 -0.731 2.860
H 6.298 -1.078 5.010
H 5.595 0.067 3.845
H 5.667 -1.674 3.458
H 2.036 -1.481 5.985
H -0.126 -1.329 4.854
H -1.756 -2.076 3.555
H -2.708 -1.087 2.427
H -2.018 -0.366 3.888
H 4.015 -0.574 2.278
C -8.153 -2.549 0.795
C -7.404 -2.455 -0.543
C -6.865 -1.022 -0.664
C -8.418 -2.681 -1.670
C -6.288 -3.556 -0.597
O -6.872 -4.820 -0.245
C -5.624 -3.779 -1.973
C -5.023 -2.574 -2.702
C -3.899 -2.844 -3.681
C -3.595 -1.852 -4.615
C -2.521 -1.972 -5.482
C -1.728 -3.106 -5.417
Cl -0.343 -3.245 -6.458
C -2.026 -4.123 -4.528
C -3.108 -3.987 -3.667
C -5.246 -3.363 0.548
N -3.864 -3.164 0.144
C -3.174 -2.034 -0.052
N -1.966 -2.296 -0.512
C -1.964 -3.654 -0.552
N -3.083 -4.220 -0.166
H -9.006 -1.869 0.775
H -7.531 -2.254 1.642
H -8.520 -3.556 0.982
H -7.677 -0.326 -0.445
H -6.500 -0.784 -1.660
H -6.071 -0.814 0.058
H -9.195 -1.916 -1.621
H -8.925 -3.644 -1.582
H -7.961 -2.621 -2.659
H -7.522 -5.061 -0.914
H -6.366 -4.249 -2.624
H -4.870 -4.544 -1.796
H -4.634 -1.855 -1.982
H -5.811 -2.043 -3.241
H -4.217 -0.965 -4.667
H -2.299 -1.198 -6.205
H -1.415 -5.016 -4.506
H -3.312 -4.790 -2.972
H -5.256 -4.274 1.141
H -5.516 -2.534 1.197
H -3.581 -1.055 0.152
H -1.122 -4.243 -0.882
*
```